# C5H11N2O

A cluster of 2 separate species, C5H11N2O in total in a non-equilibrium geometry (ωB97M-V with the def2-TZVPD basis set, OMol25).

Computed properties:
**Largest force on an atom**: 5.9 eV/Å
**Total charge**: +1
**ΔE to the lowest compared entry with this formula, charge and spin**: 601.2 kJ/mol
**DFT total energy**: -10379.374 eV
**Gap between HOMO and LUMO**: 7.374 eV
**LUMO energy**: -4.355 eV
**HOMO energy**: -11.73 eV

Each line ends with the Löwdin charge.
CARTESIAN COORDINATES (ANGSTROEM)
C1 1.51989 -0.26492 -0.24449  -0.2055
C2 -1.26725 0.12254 -2.02941  0.1963
C3 3.86380 -0.80216 -0.59209  0.0629
C4 -3.04717 0.38274 -0.38899  0.0373
C5 1.47642 -0.01782 1.98394  -0.0074
N1 2.72122 -0.46392 -0.21589  -0.0098
N2 -1.63600 0.19466 -0.80544  0.0446
O1 0.69394 -0.06316 0.75033  -0.1343
H1 -1.97133 0.53108 -2.71386  0.1226
H2 -0.33427 -0.22517 -2.16278  0.0542
H3 4.60488 0.01631 -0.92814  0.1374
H4 4.05042 -1.75889 -0.49081  0.0393
H5 -3.41452 1.13355 0.29270  0.1118
H6 -3.61297 0.45592 -1.23390  0.0712
H7 -3.13598 -0.40799 0.28215  0.0918
H8 0.84264 0.56425 2.66205  0.1040
H9 2.43786 0.53529 1.78972  0.1237
H10 1.54491 -0.91633 2.42599  0.0563
H11 -0.85437 -0.06024 -0.19591  0.1035

Atoms 1-3, force components in eV/Å:
-2.91 -0.39 -3.10
-3.46 1.77 2.06
0.96 5.76 -0.57

***

# C23H29F6I2N2NiO5P

A structure of composition C23H29F6I2N2NiO5P (ωB97M-V with the def2-TZVPD basis set, OMol25).

Computed properties:
**Largest force on an atom**: 0.4 eV/Å
**Multiplicity**: 3
**ΔE to the lowest compared entry with this formula, charge and spin**: 32.5 kJ/mol
**⟨S²⟩**: 2.004
**DFT total energy**: -120381.513 eV
**Gap between HOMO and LUMO (spin up / spin down)**: 7.884 / 7.807 eV
**LUMO energy (spin up / spin down)**: 0.346 / 0.228 eV
**HOMO energy (spin up / spin down)**: -7.54 / -7.58 eV

Each line ends with the Löwdin charge.
CARTESIAN COORDINATES (ANGSTROEM)
Ni1 -0.01359 0.51416 -0.10596  0.7192
I1 -4.59856 4.17433 -4.92320  0.8357
C1 -3.06391 3.41196 -3.73505  -0.7568
C2 -2.12182 4.26809 -3.17992  -0.2362
C3 -1.10160 3.74763 -2.40529  -0.6291
I2 0.25451 5.05395 -1.51335  0.9417
C4 -0.94756 2.36553 -2.17631  -0.4432
O1 0.05343 1.89206 -1.50514  -0.1735
C5 -1.96051 1.53634 -2.70814  -0.1703
C6 -1.91222 0.06871 -2.41075  -0.1283
N1 -1.86773 -0.17888 -0.95223  -0.0987
C7 -2.99846 0.41309 -0.22114  -0.1074
C8 -2.59034 1.61206 0.59871  -0.2372
C9 -3.48538 2.60573 0.95893  -0.0037
C10 -3.04107 3.63409 1.77178  -0.0418
C11 -1.72184 3.64148 2.19885  -0.0381
C12 -0.88250 2.62829 1.77652  -0.0719
N2 -1.32035 1.63709 0.99545  0.0730
C13 -2.98750 2.05279 -3.48413  -0.1278
H1 -2.18573 5.33478 -3.34044  0.0767
H2 -1.02584 -0.39876 -2.84688  0.1198
H3 -2.79702 -0.41656 -2.83901  0.1255
H4 -1.87642 -1.18415 -0.79185  0.0293
H5 -3.40046 -0.34101 0.46100  0.1377
H6 -3.80049 0.70039 -0.90627  0.1288
H7 -4.50275 2.57540 0.59512  0.1198
H8 -3.71582 4.42909 2.05912  0.1128
H9 -1.33580 4.43220 2.82462  0.1113
H10 0.16926 2.58835 2.02524  0.1068
H11 -3.73856 1.38306 -3.88435  0.0971
C14 2.91211 2.57840 -0.08680  0.0014
C15 2.75953 1.33759 0.79591  -0.4520
O2 1.47114 0.95705 1.00118  -0.2045
C16 3.55995 0.18330 0.15071  -0.5597
F1 3.39542 -0.98930 0.76965  0.1519
F2 4.87781 0.40160 0.08537  0.1629
F3 3.14058 0.00335 -1.11498  0.1422
C17 3.35074 1.65409 2.19291  -0.5703
F4 2.58079 2.54909 2.82646  0.1455
F5 4.58088 2.17624 2.15182  0.1562
F6 3.41287 0.57981 2.99004  0.1553
H12 2.31232 2.44501 -0.98392  0.0574
H13 3.95252 2.76274 -0.35041  0.0976
H14 2.52229 3.44533 0.44625  0.0759
C18 -0.50972 -5.72349 1.77145  -0.0804
C19 -0.16652 -5.24267 0.38116  -0.2967
O3 0.50829 -3.97511 0.42867  -0.3206
P1 -0.37717 -2.63809 0.24801  0.8498
O4 0.75985 -1.68324 -0.50352  -0.3543
C20 1.18617 -2.10006 -1.82353  -0.2823
C21 2.41657 -2.97591 -1.78670  -0.0603
O5 -0.38708 -1.89410 1.64586  -0.3103
C22 0.65476 -1.64394 2.63723  -0.2230
C23 1.50448 -2.85102 2.94104  -0.0700
H15 -1.01934 -6.68572 1.71375  0.0798
H16 -1.16932 -5.01635 2.27540  0.0776
H17 0.39059 -5.84460 2.37309  0.0763
H18 -1.06423 -5.15498 -0.23705  0.0995
H19 0.52073 -5.92627 -0.11754  0.1180
H20 1.38553 -1.17476 -2.36468  0.1099
H21 0.34817 -2.60876 -2.31593  0.1093
H22 3.21757 -2.48059 -1.24627  0.0677
H23 2.74891 -3.15352 -2.81023  0.0867
H24 2.21370 -3.93196 -1.31073  0.0657
H25 0.09171 -1.32838 3.51543  0.1230
H26 1.24268 -0.80514 2.27040  0.0786
H27 0.90568 -3.70402 3.26064  0.0640
H28 2.17465 -2.57572 3.75630  0.0881
H29 2.11095 -3.14722 2.08765  0.0729

Atoms 1-3, force components in eV/Å:
-0.26 0.29 -0.18
-0.03 0.01 -0.01
0.06 0.03 0.02

***

# C4H8O2

The molecule C4H8O2 in a non-equilibrium geometry (ωB97M-V with the def2-TZVPD basis set, OMol25).

Computed properties:
**Largest force on an atom**: 1.5 eV/Å
**ΔE to the lowest compared entry with this formula, charge and spin**: 258.4 kJ/mol
**SMILES**: C[C@@]1(O)C[C@H]1O
**DFT total energy**: -8370.604 eV
**Gap between HOMO and LUMO**: 9.729 eV
**LUMO energy**: 0.786 eV
**HOMO energy**: -8.94 eV

Each line ends with the Löwdin charge.
CARTESIAN COORDINATES (ANGSTROEM)
C1 -1.08555 0.24616 -1.14970  0.0006
C2 -0.28346 0.42684 0.16050  -0.4334
O1 -0.29965 1.76814 0.54916  0.0030
C3 0.04050 -0.60240 1.38430  0.0033
C4 0.96515 -0.37149 0.24855  -0.3778
O2 1.15435 -1.44086 -0.61742  0.0036
H1 -1.96693 0.89547 -1.21508  0.0799
H2 -1.37865 -0.78833 -1.31624  0.0780
H3 -0.45971 0.51826 -2.02481  0.0903
H4 -0.12390 1.69742 1.49131  0.0889
H5 0.55777 -0.40922 2.35023  0.1123
H6 -0.56429 -1.49427 1.47864  0.0968
H7 1.83911 0.22852 0.50275  0.1539
H8 1.62258 -1.09606 -1.38413  0.1004

Atoms 1-3, force components in eV/Å:
-0.05 -0.24 0.41
-0.02 -0.60 0.33
0.48 0.08 0.21

***

# C25H16N6O6PdS2

A structure of composition C25H16N6O6PdS2 (ωB97M-V with the def2-TZVPD basis set, OMol25).

Computed properties:
**Largest force on an atom**: 0.9 eV/Å
**Total charge**: +2
**ΔE to the lowest compared entry with this formula, charge and spin**: 3.8 kJ/mol
**DFT total energy**: -72547.601 eV
**Gap between HOMO and LUMO**: 7.594 eV
**LUMO energy**: -7.100 eV
**HOMO energy**: -14.69 eV

Each line ends with the Löwdin charge.
CARTESIAN COORDINATES (ANGSTROEM)
Pd1 -0.50467 -0.79415 -0.42976  1.0742
O1 2.21564 1.16045 -0.20184  -0.2424
S1 2.48838 0.79791 -1.56118  0.6530
O2 3.39962 1.55120 -2.33602  -0.1863
O3 1.92709 -0.40372 -2.07407  -0.2629
O4 0.54905 2.10252 -2.27727  -0.0064
S2 3.57522 -3.93576 4.91395  1.1122
N1 2.85964 -2.49696 4.87431  -0.1897
C1 2.29872 -2.38651 3.67890  -0.2958
C2 1.58286 -1.22296 3.18362  -0.0546
C3 1.45792 -0.02929 3.89559  0.0616
C4 0.81081 1.02813 3.29565  0.0163
C5 0.30264 0.87959 2.00804  -0.0779
N2 0.39713 -0.25625 1.32799  -0.0114
C6 1.02684 -1.30406 1.91167  -0.1318
C7 1.17472 -2.49010 1.10596  -0.1266
N3 0.59596 -2.45605 -0.11611  -0.0170
C8 0.87791 -3.41713 -0.98901  -0.0978
C9 1.66067 -4.51747 -0.65495  0.0099
C10 2.16677 -4.61552 0.62170  0.0612
C11 1.93987 -3.57357 1.52339  -0.0542
C12 2.48468 -3.52616 2.86755  -0.2993
N4 3.18320 -4.48582 3.45591  -0.1903
H1 1.87849 0.05127 4.88932  0.1396
H2 0.69742 1.97714 3.79896  0.1293
H3 -0.17707 1.71177 1.51294  0.0981
H4 0.49349 -3.29039 -1.99067  0.1167
H5 1.86275 -5.27367 -1.39912  0.1301
H6 2.76449 -5.46582 0.92423  0.1404
O5 1.11289 6.82937 -0.07614  0.1506
C13 -0.13500 6.38936 0.14830  -0.4710
O6 -0.99430 7.11886 0.53593  0.1691
C14 -0.42610 4.93200 -0.13427  -0.0917
C15 0.28082 4.18725 -1.07212  0.0739
C16 -0.08367 2.87687 -1.32128  -0.2310
C17 -1.14043 2.29990 -0.62047  -0.2266
C18 -1.84985 3.04836 0.30729  -0.0047
C19 -1.49826 4.36456 0.54468  0.0226
N5 -1.49622 0.93744 -0.91604  0.0046
C20 -2.48617 0.74339 -1.70311  -0.0005
C21 -2.81145 -0.61359 -2.12868  -0.2299
C22 -3.94849 -0.88086 -2.85650  0.0363
C23 -4.22247 -2.20084 -3.22009  0.0118
C24 -3.34036 -3.18331 -2.82049  0.0110
C25 -2.20497 -2.82623 -2.09153  -0.0745
N6 -1.92347 -1.57333 -1.76488  0.0061
H7 1.74166 6.11359 -0.22382  0.1109
H8 1.08864 4.62639 -1.64751  0.1452
H9 0.91144 2.67391 -2.96962  0.1425
H10 -2.67994 2.59548 0.83638  0.1366
H11 -2.05672 4.97224 1.24317  0.1388
H12 -3.07016 1.58268 -2.07493  0.1666
H13 -4.61800 -0.07710 -3.13102  0.1370
H14 -5.10867 -2.44480 -3.78910  0.1347
H15 -3.51174 -4.22314 -3.05830  0.1307
H16 -1.51924 -3.58707 -1.75554  0.1024

Atoms 1-3, force components in eV/Å:
-0.24 -0.11 0.02
0.34 -0.16 -0.77
-0.13 0.30 0.64

***

# C4HO2Pm

A structure of composition C4HO2Pm in a non-equilibrium geometry (ωB97M-V with the def2-TZVPD basis set, OMol25).

Computed properties:
**Largest force on an atom**: 4.8 eV/Å
**Multiplicity**: 6
**Total charge**: +1
**⟨S²⟩**: 8.758
**DFT total energy**: -24798.384 eV
**Gap between HOMO and LUMO (spin up / spin down)**: 3.233 / 3.391 eV
**LUMO energy (spin up / spin down)**: -6.705 / -6.595 eV
**HOMO energy (spin up / spin down)**: -9.94 / -9.99 eV

Each line ends with the Löwdin charge.
CARTESIAN COORDINATES (ANGSTROEM)
O1 -2.15488 1.46222 -0.30904  0.0734
C1 1.29952 0.03036 2.06074  0.0574
C2 0.54184 0.24270 1.04796  -0.2599
C3 -0.15144 0.53955 -0.03611  0.0614
C4 -1.41502 0.35363 -0.57262  -0.6209
O2 -1.88507 -0.66258 -1.12992  -0.2362
Pm1 -3.69847 -2.42187 -1.21328  1.7960
H1 -1.75057 2.21892 -0.75848  0.1288

Atoms 1-3, force components in eV/Å:
-1.36 0.35 -1.08
-0.17 -0.09 -0.04
-0.20 0.63 -1.15

***

# C8H14O

A cluster of 2 separate species, C8H14O in total in a non-equilibrium geometry (ωB97M-V with the def2-TZVPD basis set, OMol25).

Computed properties:
**Largest force on an atom**: 5.4 eV/Å
**ΔE to the lowest compared entry with this formula, charge and spin**: 269.8 kJ/mol
**SMILES**: C=C(C)C(C)=O.C=CC
**DFT total energy**: -10567.247 eV
**Gap between HOMO and LUMO**: 9.932 eV
**LUMO energy**: 0.640 eV
**HOMO energy**: -9.29 eV

Each line ends with the Löwdin charge.
CARTESIAN COORDINATES (ANGSTROEM)
C1 2.14876 -0.23168 -1.36318  0.0553
C2 1.41087 -0.46680 -0.28240  -0.3065
C3 1.55134 -1.69346 0.56974  -0.0707
C4 0.55903 0.90790 0.28229  -0.4589
C5 0.39957 0.83994 1.78145  -0.0215
O1 0.78203 1.95247 -0.29759  0.0523
H1 2.05816 0.71297 -1.88255  0.0676
H2 2.76667 -0.99395 -1.81909  0.0666
H3 2.11343 -2.46479 0.04237  0.0809
H4 0.57364 -2.09679 0.83833  0.0721
H5 2.07720 -1.47099 1.49971  0.0814
H6 -0.15769 1.71430 2.11355  0.0928
H7 1.37689 0.82224 2.26090  0.0964
H8 -0.13837 -0.05707 2.07660  0.0641
C6 -2.27698 -0.58401 0.38768  0.0115
C7 -1.49837 0.07023 -0.46273  -0.2569
C8 -1.96510 1.05655 -1.47805  -0.0899
H9 -3.32092 -0.32658 0.52073  0.0616
H10 -1.89785 -1.32635 1.07528  0.0486
H11 -0.32425 -0.32402 -0.62898  0.1264
H12 -1.41340 1.99320 -1.39950  0.0672
H13 -1.80071 0.68950 -2.49317  0.0833
H14 -3.02397 1.27718 -1.34137  0.0762

Atoms 1-3, force components in eV/Å:
-0.61 -0.18 -0.09
0.31 2.09 0.45
-0.44 0.08 -0.04